ORCA calculation (ωB97M-V/def2-TZVPD) on a structure of composition C31H62P2Si2V.

Structure (XYZ):
```
98
Properties=species:S:1:pos:R:3:forces:R:3:mulliken_spin:R:1
V 1.665549 2.747546 0.279594 0.6 -2.7 0.3 -0.024
C 1.901512 -1.077378 2.435585 -0.1 -2.2 -0.8 0.095
C 0.973950 -0.197292 3.056776 -0.6 -0.3 0.5 0.173
C -0.046713 -2.229779 2.811397 -2.0 1.8 0.9 0.215
C 1.256064 -2.321692 2.254944 2.8 1.7 -0.9 0.227
C -0.248565 -0.895606 3.229146 -0.3 -1.2 -0.3 0.060
C 3.326879 -0.780543 2.136014 0.4 -0.1 -0.1 0.008
H 3.530209 0.292450 2.219341 0.1 -0.1 0.0 -0.001
H 3.581617 -1.098755 1.116635 0.2 0.1 0.2 0.001
H 4.010172 -1.300573 2.823854 -0.1 0.2 -0.2 0.001
C 1.812808 -3.540760 1.611812 0.3 -0.4 0.0 -0.006
H 2.844321 -3.399250 1.272459 -0.2 0.0 0.1 0.002
H 1.213778 -3.845254 0.737669 0.1 0.0 0.3 -0.011
H 1.821716 -4.391683 2.310359 -0.1 0.2 -0.2 0.006
C -0.951342 -3.384505 3.026990 -0.2 -0.1 0.1 0.027
H -0.480153 -4.115979 3.704798 -0.1 0.2 -0.2 0.013
H -1.164867 -3.910443 2.082934 0.1 0.1 0.4 -0.001
H -1.897022 -3.075741 3.486621 0.2 -0.1 -0.2 0.000
C -1.491995 -0.355117 3.832896 -0.4 0.0 0.3 0.008
H -1.673341 -0.766800 4.836922 0.0 0.2 -0.2 -0.002
H -2.358487 -0.606519 3.210150 0.0 0.1 0.2 -0.002
H -1.444540 0.734000 3.920411 -0.1 -0.1 0.0 -0.002
C 1.311620 1.101634 3.683144 0.1 0.4 0.1 0.002
H 1.864584 0.921638 4.623282 -0.2 0.0 -0.2 0.032
H 0.423156 1.701358 3.923646 0.3 -0.3 0.0 -0.001
H 1.984806 1.718957 3.065789 -0.1 -0.2 0.1 0.002
C 1.743716 3.942983 -1.307246 1.1 2.2 0.0 0.000
C 2.974478 3.947513 -0.520041 -0.4 -0.5 -2.4 0.001
C 3.139316 4.567123 0.816788 0.5 1.0 0.7 0.002
C 1.873081 4.788857 1.735595 0.2 1.5 0.5 0.000
C 0.810497 3.733485 1.683437 -1.8 -0.5 0.6 0.011
C -0.096049 3.463510 0.526604 -0.7 1.9 0.8 -0.001
C -0.487243 4.577469 -0.405893 -0.7 0.8 -0.5 0.000
C 0.713960 5.056790 -1.226441 -0.5 0.6 -0.5 0.000
H 3.595128 5.555043 0.635784 -0.1 -0.2 0.5 0.000
H 1.504973 5.810987 1.539162 -0.2 -0.5 -0.1 0.000
H 3.875924 3.985349 1.397266 0.0 0.1 -0.2 0.000
H 1.111272 6.011784 -0.839966 0.1 -0.6 0.1 0.000
H 1.870815 3.638138 -2.346125 0.3 -0.5 0.4 0.000
H 3.890655 3.754458 -1.095109 -0.3 -0.4 0.6 0.000
H 0.373607 5.328457 -2.243915 0.2 -0.2 0.4 0.000
H -1.287867 4.269069 -1.100724 0.2 -0.1 0.3 0.000
H -0.943539 2.815752 0.735437 0.5 -0.1 0.4 0.000
H -0.915524 5.429096 0.145939 0.0 -0.3 0.0 0.000
H 2.256482 4.851364 2.777343 -0.2 -0.2 -0.7 -0.001
H 0.395727 3.417185 2.653651 0.5 0.0 -0.6 0.002
P 0.896885 0.230364 -2.272230 1.2 0.9 1.6 -0.008
P -2.785436 0.499495 -0.104479 -0.4 -0.6 0.5 -0.007
C -0.586407 1.411808 -2.240326 0.6 0.8 -0.1 0.004
C -2.040376 1.237757 -1.679232 -0.9 0.4 -0.1 0.003
H -0.734242 1.526335 -3.332249 0.1 0.2 0.4 0.000
H -0.159995 2.366556 -1.877120 -0.4 -0.3 -0.3 -0.001
H -2.503457 2.238688 -1.622439 0.4 -0.1 -0.7 0.000
H -2.599987 0.683191 -2.453113 0.1 0.2 0.3 0.000
C -4.577773 0.416482 -0.636907 0.1 0.1 -0.5 0.000
H -5.223736 -0.000746 0.160912 0.6 0.3 -0.3 0.000
H -4.722330 -0.209898 -1.533658 0.1 0.3 0.3 0.000
H -4.920192 1.446690 -0.862067 0.0 -0.5 0.0 0.000
C -3.138928 1.792838 1.169956 0.3 0.5 -0.4 0.000
H -3.715718 2.605384 0.711043 0.2 0.1 0.2 0.000
H -2.204811 2.179997 1.579772 -0.4 -0.1 0.3 0.003
H -3.742672 1.387602 1.998505 0.3 -0.2 -0.5 0.000
C 2.115021 0.872813 -3.488595 -0.5 0.5 -0.3 -0.001
H 3.115680 0.485635 -3.248173 -0.4 0.0 0.0 0.000
H 2.141731 1.971220 -3.448944 0.1 -0.3 -0.2 0.000
H 1.853124 0.545718 -4.500922 0.1 0.2 0.2 0.000
C 1.982252 0.535692 -0.762844 0.0 0.8 -0.1 -0.013
H 1.482286 0.182403 0.148733 0.1 0.2 0.3 0.031
H 2.501567 1.540495 -0.682609 0.4 -1.2 -0.8 -0.006
H 2.863151 -0.099056 -0.915838 -0.3 0.1 0.2 0.004
C 0.118695 -1.703986 -4.035199 -0.9 -0.1 -0.1 0.014
Si 0.604460 -2.352280 -2.282343 1.7 -1.6 -1.6 -0.021
C 0.504313 -4.229764 -2.720542 -0.6 0.4 0.5 -0.007
C 2.416005 -2.443192 -1.658099 0.2 0.0 0.3 -0.003
C -0.643217 -1.886997 -0.963235 -1.2 0.2 -1.2 -0.154
Si -2.159978 -2.922233 -0.609543 -1.0 -1.3 2.1 0.020
C -1.652618 -4.704218 -0.232685 0.0 -0.1 -0.5 -0.008
C -3.204870 -2.381456 0.881060 0.1 -0.1 0.3 -0.007
C -3.228639 -2.769511 -2.155504 0.6 0.4 -0.9 0.013
H 0.951467 -1.950948 -4.711157 -0.2 -0.1 0.2 0.001
H -0.141791 -0.638549 -4.197087 0.1 -0.6 0.1 -0.001
H -0.772002 -2.269451 -4.343396 0.3 -0.1 -0.2 0.001
H 1.234548 -4.392525 -3.526537 -0.2 0.1 0.1 0.000
H 0.793447 -4.868355 -1.877532 -0.1 0.0 -0.2 0.000
H -0.489119 -4.532397 -3.070272 0.2 -0.1 -0.1 0.000
H 3.135118 -1.911329 -2.297402 -0.2 0.0 0.1 0.001
H 2.532249 -2.093895 -0.622546 0.0 0.0 -0.3 0.000
H 2.716494 -3.501450 -1.657586 -0.2 0.3 -0.1 0.002
H -0.856716 -0.807533 -0.961941 0.2 -0.5 0.8 0.297
H -2.336674 -5.120901 0.520931 0.2 0.1 -0.2 0.001
H -1.739190 -5.317734 -1.139858 0.1 0.0 0.3 -0.001
H -0.624850 -4.803655 0.142261 -0.3 0.0 -0.1 -0.002
H -4.198984 -2.028332 0.574265 0.3 0.0 0.1 0.000
H -3.356089 -3.247376 1.542081 0.0 0.2 -0.3 0.002
H -2.698261 -1.595446 1.458687 -0.3 -0.4 -0.2 0.005
H -3.409734 -1.724345 -2.446494 0.0 -0.3 0.1 -0.002
H -2.754222 -3.273544 -3.009839 -0.2 0.1 0.2 0.001
H -4.200609 -3.244385 -1.962373 0.3 0.0 0.2 0.000
```
Positions in Å, forces in eV/Å.

Calculated values
Gap between HOMO and LUMO (alpha / beta) ... 3.417 / 3.817 eV
HOMO (alpha / beta) ... -12.5 / -12.4 eV
Total charge ... +2
LUMO (alpha / beta) ... -0.33287 / -0.31515 Eh
Multiplicity ... 2
Energy above the lowest of the compared OMol25 structures with the same formula, charge and spin ... 285.4 kJ/mol

=====

ORCA calculation (ωB97M-V/def2-TZVPD) on a structure of composition C31H63BI2N3O8.

Structure (XYZ):
```
108
Properties=species:S:1:pos:R:3:forces:R:3:mulliken_charge:R:1
C 1.169503 -4.074299 -1.655542 0.3 1.0 0.6 -0.729
C 2.409464 -3.249278 -2.357800 -0.2 -1.0 0.1 -0.061
C 2.178152 -3.067312 -3.970310 0.4 -0.5 0.4 -0.877
C 1.333253 -1.732796 -4.407994 0.7 -1.1 -1.6 -0.181
O 0.700753 -1.001352 -3.297264 -0.5 1.9 -1.0 -0.010
C 0.308437 0.313716 -3.818517 1.1 0.6 -1.5 -0.321
C 1.278125 1.619210 -3.613665 1.3 1.0 -2.4 0.291
C 2.885133 1.428758 -3.349252 -1.3 -0.9 0.3 -1.045
I 3.703227 3.500979 -3.207856 -0.2 -1.2 -0.1 0.070
C 3.274757 0.534701 -2.032263 1.8 0.8 0.3 0.029
C 4.554602 -0.445550 -2.433278 -0.4 0.1 1.1 -0.887
N 0.538360 2.746854 -2.863079 -2.2 -2.0 -3.1 -0.383
I 0.516327 2.635548 -0.805746 -0.2 0.0 0.1 0.270
C -0.910803 2.435802 -3.277917 2.0 -3.7 1.1 -0.323
N -1.911569 3.356756 -3.500935 0.5 -0.1 -0.2 -0.182
N -1.014536 0.936474 -3.451440 0.4 2.5 1.3 1.133
B -1.957764 0.173679 -2.545191 -4.3 -1.2 1.8 0.155
O -1.603063 -0.627006 -1.358735 -0.4 2.7 -2.1 -0.255
O -3.423169 0.299270 -2.869150 3.8 -1.2 1.0 -0.467
C -4.119383 -0.976260 -2.642721 -2.0 -0.5 -0.6 -0.607
H 0.221786 -3.361903 -1.694634 1.8 -1.7 0.1 0.010
H 1.480007 -4.226706 -0.519650 -0.9 0.2 -2.4 0.234
H 0.946932 -5.121607 -2.130040 0.5 2.1 0.8 0.357
H 3.390282 -3.910181 -2.218106 -2.0 1.7 -0.2 0.307
H 2.500059 -2.222648 -1.789539 0.0 -2.1 -1.3 -0.078
H 3.245477 -3.070516 -4.504929 -2.4 0.3 1.1 0.325
H 1.639891 -4.046532 -4.360327 1.0 2.1 0.8 0.360
H 0.502159 -2.088235 -5.170789 1.6 1.0 1.5 0.288
H 2.079439 -1.021542 -4.970843 -1.5 -1.2 1.1 0.196
H 0.258160 0.176194 -4.992307 -0.1 0.4 2.3 0.129
H 1.278211 2.083442 -4.713849 -0.1 -0.9 2.3 -0.069
H 3.343808 0.990862 -4.346357 -1.0 0.8 2.2 0.617
H 3.704900 1.283210 -1.207839 -1.1 -1.6 -1.7 0.464
H 2.379951 -0.041432 -1.539851 1.7 1.0 -1.4 0.004
H 4.844877 -1.022487 -1.429307 -0.6 1.1 -2.4 0.300
H 4.199849 -1.200175 -3.255633 0.9 1.4 1.6 0.131
H 5.514891 0.179361 -2.767776 -2.3 -1.3 0.6 0.327
H -1.874813 3.858887 -4.438888 0.1 -0.7 2.0 0.262
H -2.684659 3.598192 -2.835172 1.1 -0.8 -1.0 0.241
H -2.132142 -0.373666 -0.546808 0.5 -0.6 -1.4 0.242
H -3.717890 -1.735202 -3.443104 -0.8 1.2 1.9 0.245
H -4.098405 -1.366962 -1.539846 0.3 0.7 -2.2 0.232
H -5.267160 -0.774738 -2.902147 2.6 -0.4 0.5 0.231
C -1.262117 -3.085315 3.596466 -0.2 -0.5 0.4 0.109
C -0.207448 -2.769955 2.567411 0.5 0.3 0.0 -0.635
C -1.006586 -2.776260 1.282507 -0.1 -0.2 -0.4 0.531
O -2.336025 -2.354730 1.617214 0.2 0.1 0.0 -0.423
C -2.469502 -2.358890 3.045289 -0.3 0.3 0.1 -0.621
H -0.998225 -2.766915 4.608129 -0.1 -0.1 -0.1 -0.090
H -1.451721 -4.165155 3.614707 0.0 0.2 0.1 0.132
H 0.200028 -1.768428 2.749029 0.0 -0.1 0.0 0.311
H 0.623100 -3.480301 2.556794 -0.1 0.1 0.0 0.359
H -1.072122 -3.784547 0.860103 0.1 0.0 0.0 0.075
H -0.587929 -2.107201 0.525176 -0.1 -0.1 0.0 -0.317
H -2.492758 -1.316561 3.381507 0.0 0.0 0.1 0.292
H -3.411779 -2.837306 3.326224 0.1 0.1 -0.1 0.292
C -0.875993 6.300748 -0.599844 0.4 -0.4 0.2 -0.047
C -2.371142 6.449293 -0.714721 -0.4 -0.2 -0.4 -0.501
C -2.624237 7.720114 0.066685 -0.1 0.4 0.4 -0.487
O -1.453078 8.535883 -0.074858 0.0 -0.5 -0.1 -0.386
C -0.409884 7.739212 -0.653037 0.1 0.5 -0.1 -0.527
H -0.434416 5.680326 -1.383787 0.0 0.1 0.1 0.098
H -0.620278 5.860638 0.371367 0.0 0.0 -0.1 0.156
H -2.649649 6.594859 -1.765113 0.0 0.0 0.1 0.242
H -2.929269 5.592642 -0.328509 0.0 0.1 0.0 0.320
H -2.758799 7.510830 1.133202 -0.1 0.0 0.0 0.261
H -3.499800 8.267118 -0.294753 0.2 0.0 0.1 0.291
H -0.269362 8.072509 -1.687058 0.1 -0.1 0.0 0.273
H 0.522823 7.898908 -0.105090 -0.1 0.1 0.0 0.288
C -1.201215 -5.402323 8.479475 -0.2 -0.5 0.4 -0.631
C 0.127080 -4.753390 8.187497 0.3 0.5 0.2 -0.091
C 0.362297 -5.147854 6.745724 0.2 -0.2 -0.3 -0.388
O -0.928176 -5.269255 6.131665 0.0 0.0 0.3 -0.371
C -1.926740 -5.245710 7.161009 -0.3 0.1 -0.3 -0.489
H -1.737065 -4.949160 9.317323 0.0 -0.1 -0.1 0.329
H -1.053883 -6.466071 8.700992 -0.1 0.1 0.0 0.290
H 0.032707 -3.663898 8.266110 0.1 -0.1 0.0 -0.138
H 0.930405 -5.076076 8.854624 -0.1 0.1 -0.1 0.426
H 0.858516 -6.121640 6.675924 0.1 0.0 0.0 0.278
H 0.960947 -4.411389 6.201941 -0.1 -0.1 0.0 0.190
H -2.442131 -4.280734 7.104216 -0.1 0.0 0.1 0.245
H -2.655823 -6.041596 6.985812 0.1 0.1 -0.1 0.336
C 1.159068 0.241395 7.509181 -0.6 0.3 -0.1 -0.627
C 2.177742 0.121934 8.613158 0.5 0.3 0.2 -0.557
C 2.177222 -1.366598 8.885023 0.0 -0.4 0.2 -0.464
O 1.859696 -2.015779 7.646125 0.0 0.4 -0.1 -0.360
C 1.401359 -1.024371 6.716465 0.2 -0.3 -0.3 0.041
H 1.266526 1.147881 6.908170 0.0 -0.1 0.0 0.353
H 0.148242 0.228704 7.933926 0.1 0.0 -0.1 0.284
H 3.162075 0.434076 8.244737 -0.1 0.0 0.1 0.247
H 1.939246 0.717358 9.498090 0.0 -0.1 -0.1 0.337
H 1.404298 -1.637628 9.611999 0.0 0.0 0.1 0.269
H 3.142904 -1.726031 9.252078 -0.1 -0.1 -0.1 0.300
H 2.188208 -0.879144 5.968261 -0.1 0.0 -0.1 0.267
H 0.500333 -1.381868 6.210463 0.1 -0.1 0.0 -0.072
C -1.680246 2.960363 -8.301681 -0.6 0.2 0.1 -0.584
C -0.343873 3.340962 -8.884764 0.3 0.0 -0.6 -0.576
C 0.595251 3.066097 -7.730583 0.5 0.3 0.2 -0.525
O 0.023739 1.988039 -6.976732 -0.1 0.1 0.2 -0.247
C -1.320200 1.776525 -7.430958 -0.1 -0.5 0.0 -0.303
H -2.436212 2.721835 -9.054077 0.1 0.0 0.1 0.366
H -2.060828 3.779555 -7.680054 0.0 -0.1 -0.1 0.209
H -0.104842 2.680213 -9.726401 0.0 0.1 0.1 0.278
H -0.295897 4.374460 -9.237035 0.0 -0.2 0.1 0.339
H 0.673540 3.933478 -7.066591 0.1 0.1 -0.1 0.299
H 1.599790 2.790158 -8.064082 -0.1 0.0 0.1 0.309
H -1.335869 0.843249 -8.004355 -0.1 0.0 0.0 0.283
H -1.987437 1.669206 -6.571326 0.1 -0.1 0.0 0.173
```
Positions in Å, forces in eV/Å.

Calculated values
Gap between HOMO and LUMO ... 5.176 eV
HOMO ... -10.6 eV
Total charge ... +1
LUMO ... -0.20047 Eh

=====

| no. | molar mass (g/mol) |
| --- | --- |
| 1 | 603.90 |
| 2 | 870.48 |